Record 1
The following is a DFT calculation (the ωB97M-V functional and the def2-TZVPD basis) of a structure of composition C20H27Cl3F3N2PdSi2.

Results
HOMO-LUMO gap in eV: 6.974
Charge: -1
Lowest unoccupied orbital energy in Eh: 0.0983
Multiplicity: 1
HOMO energy in Eh: -0.1580

Cartesian coordinates (Å):
1 Pd 0.441 1.772 1.876
2 C -0.931 0.191 1.847
3 Si -0.608 -0.852 0.367
4 C 1.125 -0.529 -0.301
5 N 1.418 0.899 -0.467
6 C 2.876 1.179 -0.463
7 C 3.392 1.717 -1.797
8 C 2.805 0.924 -2.963
9 C 1.266 1.012 -2.962
10 C 0.757 1.523 -1.611
11 C -0.717 -2.714 0.686
12 C 0.369 -3.580 0.557
13 C 0.246 -4.940 0.817
14 C -0.974 -5.463 1.216
15 C -2.069 -4.619 1.354
16 C -1.936 -3.264 1.091
17 C -1.911 -0.539 -0.979
18 C -2.076 -1.446 -2.030
19 C -3.024 -1.244 -3.024
20 C -3.840 -0.122 -2.985
21 C -3.697 0.794 -1.952
22 C -2.744 0.582 -0.964
23 H -0.915 -0.407 2.757
24 H -1.866 0.756 1.806
25 H 1.372 -1.125 -1.198
26 H 1.770 -0.894 0.506
27 H 3.394 0.243 -0.241
28 H 3.109 1.873 0.345
29 H 4.483 1.655 -1.797
30 H 3.141 2.776 -1.898
31 H 3.120 -0.120 -2.870
32 H 3.210 1.285 -3.911
33 H 0.825 0.035 -3.175
34 H 0.911 1.685 -3.747
35 H -0.318 1.369 -1.532
36 H 0.922 2.600 -1.527
37 H 1.337 -3.193 0.259
38 H 1.108 -5.589 0.715
39 H -1.072 -6.521 1.424
40 H -3.025 -5.019 1.671
41 H -2.800 -2.617 1.205
42 H -1.454 -2.335 -2.068
43 H -3.128 -1.965 -3.826
44 H -4.586 0.037 -3.755
45 H -4.328 1.673 -1.915
46 H -2.640 1.315 -0.171
47 F 2.746 3.676 1.188
48 C 1.492 3.594 1.744
49 F 1.575 4.404 2.856
50 F 0.721 4.357 0.861
51 N -1.340 3.227 2.810
52 H -2.032 2.672 3.295
53 H -1.791 3.946 2.258
54 H -0.741 3.669 3.496
55 Cl 0.383 1.201 5.480
56 Si 1.418 0.727 3.658
57 Cl 1.410 -1.396 3.752
58 Cl 3.416 1.121 4.232



Record 2
The following is a DFT calculation (the ωB97M-V functional and the def2-TZVPD basis) of an isolated molecule of C20H27FN2O3.

Results
HOMO-LUMO gap in eV: 9.700
SMILES: O=C(NCC1(O)CCCCC1)[C@H]1CCC(=O)N(Cc2ccccc2F)C1
Lowest unoccupied orbital energy in Eh: 0.0222
Multiplicity: 1
HOMO energy in Eh: -0.3343

Cartesian coordinates (Å):
1 O 0.618 0.986 1.520
2 C 0.021 0.209 0.806
3 N 0.040 -1.129 0.984
4 C 0.936 -1.779 1.905
5 C 2.098 -2.468 1.158
6 O 1.471 -3.285 0.177
7 C 2.908 -3.314 2.152
8 C 4.150 -3.930 1.509
9 C 5.032 -2.849 0.892
10 C 4.244 -2.046 -0.138
11 C 3.008 -1.418 0.502
12 C -0.887 0.677 -0.331
13 C -0.574 0.011 -1.685
14 C -1.809 -0.669 -2.286
15 C -2.981 0.291 -2.267
16 O -3.626 0.597 -3.250
17 N -3.231 0.777 -1.029
18 C -4.193 1.847 -0.841
19 C -3.478 3.163 -0.676
20 C -2.826 3.749 -1.754
21 C -2.112 4.923 -1.600
22 C -2.035 5.535 -0.358
23 C -2.675 4.972 0.731
24 C -3.381 3.796 0.556
25 F -3.999 3.247 1.629
26 C -2.354 0.427 0.061
27 H -0.353 -1.738 0.284
28 H 1.317 -1.019 2.587
29 H 0.378 -2.534 2.466
30 H 2.159 -3.784 -0.276
31 H 2.266 -4.103 2.548
32 H 3.211 -2.673 2.981
33 H 3.857 -4.650 0.739
34 H 4.710 -4.481 2.267
35 H 5.906 -3.304 0.422
36 H 5.383 -2.179 1.678
37 H 3.949 -2.697 -0.967
38 H 4.871 -1.256 -0.555
39 H 2.438 -0.870 -0.251
40 H 3.317 -0.704 1.266
41 H -0.745 1.760 -0.411
42 H 0.227 -0.726 -1.584
43 H -0.223 0.771 -2.385
44 H -2.072 -1.564 -1.718
45 H -1.618 -0.964 -3.318
46 H -4.813 1.627 0.031
47 H -4.815 1.866 -1.740
48 H -2.887 3.267 -2.718
49 H -1.612 5.364 -2.449
50 H -1.477 6.450 -0.236
51 H -2.630 5.422 1.710
52 H -2.611 1.030 0.932
53 H -2.495 -0.627 0.330



- Number 1 is which compound?
  C20H27Cl3F3N2PdSi2



What did the second record say?
The following is a DFT calculation (the ωB97M-V functional and the def2-TZVPD basis) of an isolated molecule of C20H27FN2O3.

Results
HOMO-LUMO gap in eV: 9.700
SMILES: O=C(NCC1(O)CCCCC1)[C@H]1CCC(=O)N(Cc2ccccc2F)C1
Lowest unoccupied orbital energy in Eh: 0.0222
Multiplicity: 1
HOMO energy in Eh: -0.3343

Cartesian coordinates (Å):
1 O 0.618 0.986 1.520
2 C 0.021 0.209 0.806
3 N 0.040 -1.129 0.984
4 C 0.936 -1.779 1.905
5 C 2.098 -2.468 1.158
6 O 1.471 -3.285 0.177
7 C 2.908 -3.314 2.152
8 C 4.150 -3.930 1.509
9 C 5.032 -2.849 0.892
10 C 4.244 -2.046 -0.138
11 C 3.008 -1.418 0.502
12 C -0.887 0.677 -0.331
13 C -0.574 0.011 -1.685
14 C -1.809 -0.669 -2.286
15 C -2.981 0.291 -2.267
16 O -3.626 0.597 -3.250
17 N -3.231 0.777 -1.029
18 C -4.193 1.847 -0.841
19 C -3.478 3.163 -0.676
20 C -2.826 3.749 -1.754
21 C -2.112 4.923 -1.600
22 C -2.035 5.535 -0.358
23 C -2.675 4.972 0.731
24 C -3.381 3.796 0.556
25 F -3.999 3.247 1.629
26 C -2.354 0.427 0.061
27 H -0.353 -1.738 0.284
28 H 1.317 -1.019 2.587
29 H 0.378 -2.534 2.466
30 H 2.159 -3.784 -0.276
31 H 2.266 -4.103 2.548
32 H 3.211 -2.673 2.981
33 H 3.857 -4.650 0.739
34 H 4.710 -4.481 2.267
35 H 5.906 -3.304 0.422
36 H 5.383 -2.179 1.678
37 H 3.949 -2.697 -0.967
38 H 4.871 -1.256 -0.555
39 H 2.438 -0.870 -0.251
40 H 3.317 -0.704 1.266
41 H -0.745 1.760 -0.411
42 H 0.227 -0.726 -1.584
43 H -0.223 0.771 -2.385
44 H -2.072 -1.564 -1.718
45 H -1.618 -0.964 -3.318
46 H -4.813 1.627 0.031
47 H -4.815 1.866 -1.740
48 H -2.887 3.267 -2.718
49 H -1.612 5.364 -2.449
50 H -1.477 6.450 -0.236
51 H -2.630 5.422 1.710
52 H -2.611 1.030 0.932
53 H -2.495 -0.627 0.330



Please write out number 2 again, unchanged.
The following is a DFT calculation (the ωB97M-V functional and the def2-TZVPD basis) of an isolated molecule of C20H27FN2O3.

Results
HOMO-LUMO gap in eV: 9.700
SMILES: O=C(NCC1(O)CCCCC1)[C@H]1CCC(=O)N(Cc2ccccc2F)C1
Lowest unoccupied orbital energy in Eh: 0.0222
Multiplicity: 1
HOMO energy in Eh: -0.3343

Cartesian coordinates (Å):
1 O 0.618 0.986 1.520
2 C 0.021 0.209 0.806
3 N 0.040 -1.129 0.984
4 C 0.936 -1.779 1.905
5 C 2.098 -2.468 1.158
6 O 1.471 -3.285 0.177
7 C 2.908 -3.314 2.152
8 C 4.150 -3.930 1.509
9 C 5.032 -2.849 0.892
10 C 4.244 -2.046 -0.138
11 C 3.008 -1.418 0.502
12 C -0.887 0.677 -0.331
13 C -0.574 0.011 -1.685
14 C -1.809 -0.669 -2.286
15 C -2.981 0.291 -2.267
16 O -3.626 0.597 -3.250
17 N -3.231 0.777 -1.029
18 C -4.193 1.847 -0.841
19 C -3.478 3.163 -0.676
20 C -2.826 3.749 -1.754
21 C -2.112 4.923 -1.600
22 C -2.035 5.535 -0.358
23 C -2.675 4.972 0.731
24 C -3.381 3.796 0.556
25 F -3.999 3.247 1.629
26 C -2.354 0.427 0.061
27 H -0.353 -1.738 0.284
28 H 1.317 -1.019 2.587
29 H 0.378 -2.534 2.466
30 H 2.159 -3.784 -0.276
31 H 2.266 -4.103 2.548
32 H 3.211 -2.673 2.981
33 H 3.857 -4.650 0.739
34 H 4.710 -4.481 2.267
35 H 5.906 -3.304 0.422
36 H 5.383 -2.179 1.678
37 H 3.949 -2.697 -0.967
38 H 4.871 -1.256 -0.555
39 H 2.438 -0.870 -0.251
40 H 3.317 -0.704 1.266
41 H -0.745 1.760 -0.411
42 H 0.227 -0.726 -1.584
43 H -0.223 0.771 -2.385
44 H -2.072 -1.564 -1.718
45 H -1.618 -0.964 -3.318
46 H -4.813 1.627 0.031
47 H -4.815 1.866 -1.740
48 H -2.887 3.267 -2.718
49 H -1.612 5.364 -2.449
50 H -1.477 6.450 -0.236
51 H -2.630 5.422 1.710
52 H -2.611 1.030 0.932
53 H -2.495 -0.627 0.330